19
Properties=species:S:1:pos:R:3:forces:R:3 method="wB97M-V/def2-TZVPD" e_tot_ev=-85708.6730 charge=0 e_above_lowest_ev=2.759 homo_ev="-5.849 / -10.149" lumo_ev="0.020 / -3.101" spin_multiplicity=3
Br 2.843 0.341 0.405 0.48 0.35 0.11
F -2.203 1.276 -0.688 -0.22 -0.42 -0.35
O 1.837 -0.406 -2.242 1.97 1.78 -1.42
O 0.472 -1.901 -1.649 -0.39 -0.07 1.12
N 1.200 -0.932 -1.377 -1.25 -3.30 -2.35
C 1.164 -0.397 -0.098 -2.69 3.53 1.90
C -1.646 -0.941 0.169 -4.68 8.22 -4.48
C -0.860 -1.607 0.944 4.01 -5.05 2.64
C 0.504 2.155 -1.003 -4.82 -2.03 -2.47
C 0.007 0.836 -0.450 7.41 0.69 1.17
C -1.248 0.409 -0.315 -5.21 -4.78 1.48
C 0.637 -1.260 1.020 -0.21 -2.86 2.66
H -2.762 -0.990 -0.012 1.39 -0.84 0.55
H 0.997 1.858 -1.936 0.54 0.68 0.20
H 0.962 2.747 -0.329 2.47 1.50 2.09
H -1.202 -2.639 1.306 0.74 1.71 -0.29
H -0.434 2.795 -1.258 1.43 -1.25 0.05
H 1.236 -2.301 1.142 -1.16 2.46 -0.63
H 0.777 -0.778 2.068 0.18 -0.34 -1.97